Computed, not measured: a structure of composition C20H53NNa2O9V, with ωB97M-V with the def2-TZVPD basis set.

Net charge ... +2
Multiplicity ... 4
<S²> ... 3.757
LUMO level (spin up / spin down) ... -7.81 / -8.14 eV
Relative energy (zero: lowest compared OMol25 entry of this formula, charge and spin) ... 725.7 kcal/mol
Orbital gap (spin up / spin down) ... 5.15 / 4.82 eV

The geometry in XYZ format:
```
86
Properties=species:S:1:pos:R:3:forces:R:3:mulliken_charge:R:1
Na -2.833 2.892 1.278 -1.69 4.58 2.12 0.930
Na -2.007 1.848 -1.112 -2.40 2.05 -2.18 1.013
V -3.086 -0.200 1.065 -2.75 -7.09 -13.49 0.440
O -2.179 1.376 0.552 -0.44 -2.90 2.92 -1.535
C -1.006 0.923 1.127 1.36 -0.92 -0.48 0.409
C -0.787 -0.656 1.051 -0.20 7.37 -2.42 1.538
O -1.878 -1.484 1.443 -1.29 17.12 -0.43 -1.714
H -0.948 1.347 2.129 0.33 -0.53 0.45 2.281
H -0.271 1.400 0.478 0.68 -1.22 0.62 -2.396
H 0.065 -0.861 1.699 1.94 3.57 -2.99 -1.221
H -0.596 -0.966 0.023 0.24 1.32 0.28 -0.062
C -0.899 0.012 -4.386 0.24 0.02 -0.01 -1.514
C -0.767 0.179 -2.854 -0.66 -0.95 -1.59 1.799
C 0.389 -0.730 -2.393 0.29 0.61 -0.39 -0.546
C 1.677 -0.074 -2.655 1.06 1.11 -0.20 -1.672
C 1.722 1.242 -1.881 0.99 0.26 -1.17 -0.747
C 0.631 2.297 -2.208 0.02 -0.18 -0.50 1.459
N -0.666 1.562 -2.405 4.96 -0.80 -0.32 1.067
O -1.650 2.400 -2.860 -0.53 0.99 -2.70 -0.745
C 0.490 3.154 -0.944 -1.88 0.95 -6.17 -1.590
C 1.053 3.195 -3.459 -0.63 -1.35 0.85 -1.547
C -2.094 -0.361 -2.307 -1.77 0.13 -0.75 -2.205
H -1.090 -1.057 -4.482 -0.44 0.17 -0.64 0.472
H -0.039 0.230 -5.019 0.45 0.00 0.52 0.270
H -1.677 0.642 -4.817 -0.47 -0.40 0.13 0.523
H 0.321 -1.037 -1.349 0.38 1.00 -0.75 -0.342
H 0.396 -1.677 -2.932 -0.25 0.73 -0.25 0.556
H 1.848 0.082 -3.720 -0.17 0.17 -0.13 0.519
H 2.519 -0.700 -2.358 -0.01 -0.03 0.23 0.468
H 2.638 1.746 -2.186 0.29 0.02 0.41 0.876
H 1.850 0.964 -0.835 -0.43 0.37 0.35 -0.411
H -0.226 3.972 -1.029 -0.86 -0.02 -0.36 0.416
H 0.340 2.611 -0.011 -2.03 -1.03 -8.37 -0.009
H 1.396 3.752 -0.847 -0.87 -0.38 -0.90 0.638
H 1.120 2.578 -4.355 -0.03 -0.08 -0.08 0.361
H 0.303 3.968 -3.631 0.21 0.17 0.05 0.459
H 2.044 3.624 -3.314 -0.20 0.15 0.18 0.408
H -2.213 -1.443 -2.363 -0.32 0.78 -1.03 0.295
H -2.992 0.029 -2.786 0.10 0.46 -0.43 0.480
H -2.257 -0.150 -1.250 0.19 -0.19 0.31 0.458
H -1.474 2.552 -3.792 -0.21 0.33 -0.50 0.466
O -2.889 -2.866 0.545 -5.52 -1.62 -4.23 -0.737
H -2.241 -2.241 0.220 -1.18 -2.37 -0.92 0.695
H -2.639 -3.020 1.456 -0.52 -2.15 0.34 0.699
O -3.311 0.418 2.518 -2.67 5.76 12.76 -0.507
H -4.163 0.785 2.755 -1.30 -0.08 0.82 0.447
H -2.698 0.813 3.138 0.84 -0.04 1.08 0.296
O -2.136 -2.947 2.832 -3.95 -4.16 4.96 -0.807
H -1.517 -2.852 3.557 -0.28 -0.65 -0.07 0.505
H -2.007 -2.160 2.303 -0.01 -1.52 3.98 0.662
C 2.017 -2.155 1.866 1.31 0.66 0.01 -0.935
C 1.203 -1.907 3.084 -0.17 2.74 1.25 -0.380
C 1.145 -0.417 3.545 0.30 0.01 2.16 -0.771
O -0.157 -2.108 2.825 3.33 -0.78 6.58 -0.695
H 2.221 -3.219 1.748 -0.02 0.57 0.04 0.062
H 2.960 -1.611 1.930 0.25 -0.17 0.14 0.482
H 1.497 -1.742 1.002 1.20 -0.19 0.97 -0.379
H 1.653 -2.473 3.900 -0.87 -0.32 0.19 0.549
H 0.840 0.335 2.817 -0.21 -1.10 0.66 0.245
H 2.038 -0.018 4.026 0.00 -0.53 -0.23 0.509
H 0.439 -0.248 4.357 -0.46 -0.88 0.19 0.109
H -0.380 -1.461 2.152 -0.05 -3.36 4.99 1.847
C 0.960 -4.093 -0.217 0.07 -0.21 -0.68 -1.674
C 0.167 -2.773 -0.130 -1.67 -4.64 -1.39 0.833
C -0.863 -2.653 -1.305 -0.40 -1.68 0.83 -1.123
O -0.637 -2.910 1.034 6.58 -5.19 -6.09 -0.213
H 1.425 -4.243 -1.192 0.36 0.28 -0.04 0.396
H 0.321 -4.971 -0.123 -0.50 0.33 0.14 0.424
H 1.698 -4.205 0.577 -0.19 0.03 -0.57 0.208
H 0.851 -1.926 -0.085 -0.35 -0.46 -0.94 1.172
H -1.723 -3.300 -1.131 0.65 -0.94 0.02 0.949
H -0.495 -2.831 -2.316 -0.32 -0.20 0.53 0.759
H -1.413 -1.713 -1.259 1.47 -1.01 0.47 -0.780
H -0.938 -2.004 1.134 2.05 -6.64 -1.37 -1.169
C 2.475 1.375 2.111 2.03 1.96 0.33 -0.943
C 2.038 2.864 2.340 -0.97 -2.10 -2.41 -0.187
C 1.452 3.267 1.030 3.71 2.15 3.67 -1.118
O 0.890 2.814 3.160 -0.37 0.68 2.05 -0.684
H 3.301 1.293 1.405 0.25 0.19 0.11 0.548
H 1.678 0.738 1.726 0.51 0.84 -0.58 0.068
H 2.752 1.008 3.099 0.52 0.10 -0.95 0.284
H 2.799 3.596 2.608 -0.09 -0.48 0.89 0.522
H 1.249 4.338 1.031 -0.55 0.21 0.24 0.261
H 0.533 2.763 0.731 3.11 1.46 8.28 0.756
H 2.166 3.221 0.208 0.46 -1.06 1.34 0.663
H 0.273 2.256 2.682 0.37 0.17 0.28 -0.188
```
Positions in Å, forces in eV/Å.



Computed, not measured: a structure of composition C15H12F5NO10STeTi, with ωB97M-V with the def2-TZVPD basis set.

Net charge ... -2
Multiplicity ... 1
LUMO level ... 3.92 eV
Relative energy (zero: lowest compared OMol25 entry of this formula, charge and spin) ... 19.3 kcal/mol
Orbital gap ... 7.53 eV

The geometry in XYZ format:
```
46
Properties=species:S:1:pos:R:3:forces:R:3:nbo_charge:R:1
Ti 1.726 0.744 -0.874 -0.45 0.07 -0.25 1.596
O 4.287 3.102 -0.347 0.07 -0.06 -0.05 -1.032
S 4.145 1.679 -0.050 -0.02 0.07 0.14 2.586
O 5.312 1.080 0.549 0.01 -0.01 -0.01 -0.999
O 2.892 1.419 0.768 -0.16 -0.10 -0.13 -0.990
O 3.714 0.950 -1.326 0.09 0.05 -0.05 -0.971
O 1.922 -1.500 -0.054 0.12 0.11 0.09 -0.536
C 1.377 -2.468 -0.548 0.02 0.02 -0.01 0.440
C 0.122 -2.493 -1.271 -0.02 -0.01 -0.02 -0.239
C -0.345 -3.727 -1.693 0.02 0.03 0.01 -0.104
C -1.573 -3.845 -2.316 -0.01 -0.02 -0.04 -0.112
C -2.374 -2.702 -2.529 0.01 0.01 -0.01 -0.149
C -1.941 -1.481 -2.121 0.02 -0.02 0.01 -0.302
C -0.665 -1.297 -1.470 0.02 0.05 0.05 0.489
O -0.311 -0.161 -1.085 -0.17 0.05 -0.01 -0.635
N -2.043 -5.132 -2.729 -0.05 -0.01 0.12 0.532
O -1.339 -6.117 -2.525 0.02 0.00 -0.04 -0.444
O -3.150 -5.211 -3.257 0.02 0.00 -0.04 -0.447
H 1.851 -3.463 -0.424 -0.02 -0.01 0.00 0.103
H 0.252 -4.615 -1.526 0.00 0.00 0.00 0.228
H -3.327 -2.822 -3.023 0.00 0.00 0.00 0.228
H -2.532 -0.589 -2.287 0.00 0.00 0.00 0.216
C -1.118 2.444 0.717 -0.02 0.02 -0.03 -0.738
C -0.526 1.322 1.510 -0.04 -0.08 0.10 0.595
O 0.447 0.694 1.156 0.14 0.12 -0.07 -0.492
C -1.178 0.919 2.809 0.02 0.01 0.00 -0.064
C -2.363 1.490 3.259 0.00 0.02 -0.02 -0.199
C -2.932 1.076 4.456 -0.01 -0.01 0.00 -0.233
C -2.316 0.090 5.212 0.01 0.00 -0.01 -0.209
C -1.130 -0.483 4.768 -0.01 0.00 0.01 -0.224
C -0.565 -0.072 3.573 0.03 0.00 0.00 -0.171
H -0.480 2.670 -0.136 0.02 -0.01 0.01 0.310
H -1.247 3.324 1.351 0.01 0.01 -0.01 0.216
H -2.105 2.135 0.361 0.01 0.01 -0.01 0.227
H -2.848 2.258 2.672 0.00 0.00 0.00 0.214
H -3.857 1.524 4.798 0.00 0.00 0.00 0.202
H -2.759 -0.233 6.146 0.00 0.00 0.00 0.201
H -0.645 -1.252 5.357 0.00 0.00 0.00 0.208
H 0.359 -0.501 3.206 0.00 0.00 0.00 0.250
F 2.150 4.919 -2.028 0.02 0.03 0.02 -0.707
Te 2.909 3.380 -2.937 -0.03 0.25 0.19 2.690
F 1.829 -0.227 -2.458 0.04 0.04 0.08 -0.609
F 4.097 4.719 -3.579 0.01 0.06 0.01 -0.676
F 3.608 2.462 -4.534 -0.02 -0.10 -0.03 -0.727
F 1.517 3.770 -4.144 -0.06 -0.04 0.00 -0.662
O 1.153 2.221 -1.395 0.36 -0.54 -0.02 -0.857
```
Positions in Å, forces in eV/Å.



Computed, not measured: a structure of composition C42H43As2N2OPtSe, with ωB97M-V with the def2-TZVPD basis set.

Net charge ... +3
Multiplicity ... 1
LUMO level (spin up / spin down) ... -12.25 / -12.26 eV
Orbital gap (spin up / spin down) ... 2.98 / 2.97 eV

The geometry in XYZ format:
```
92
Properties=species:S:1:pos:R:3:forces:R:3:mulliken_charge:R:1
Pt 1.335 -2.330 0.149 0.77 -0.97 -0.15 1.107
C -2.569 -1.344 0.797 -0.08 -0.27 0.04 -1.055
C -1.899 -0.431 -0.225 0.13 -0.25 0.24 -0.562
As -1.664 -1.248 -1.986 -0.62 2.07 -0.02 0.806
C -3.346 -1.845 -2.624 0.80 -0.36 -0.10 0.701
C -3.384 -2.689 -3.739 -0.05 -0.18 -0.28 -0.475
C -4.613 -3.078 -4.239 0.12 0.01 -0.09 -0.726
C -5.784 -2.636 -3.629 0.04 0.01 0.04 -0.486
C -5.736 -1.804 -2.512 0.16 0.14 0.00 -0.817
C -4.515 -1.412 -1.992 -0.24 -0.05 0.39 -0.350
C -0.791 -0.060 -3.169 -0.13 -0.91 0.55 0.745
C 0.300 0.679 -2.689 0.51 0.24 0.06 0.008
C 0.919 1.583 -3.529 -0.15 -0.09 0.47 -0.836
C 0.470 1.727 -4.841 -0.11 -0.05 -0.11 -0.489
C -0.599 0.971 -5.322 -0.27 -0.10 0.10 -0.755
C -1.225 0.058 -4.497 0.04 -0.07 -0.58 -0.487
As -1.477 -2.069 2.278 0.10 0.21 0.62 0.436
C -0.181 -3.270 1.418 -0.12 0.01 0.42 0.220
C -0.351 -4.058 0.253 0.03 -0.02 -0.35 0.122
C 0.613 -4.994 -0.103 0.03 -0.03 -0.25 -0.941
C 1.696 -5.307 0.753 -0.13 -0.10 -0.23 -0.564
C 1.878 -4.585 1.901 0.00 0.25 0.14 -0.852
C 0.987 -3.522 2.183 -0.21 0.26 -0.06 -0.459
C -2.693 -3.459 2.890 0.10 0.25 -0.44 0.552
C -3.322 -4.318 1.992 -0.17 -0.20 0.39 0.252
C -4.170 -5.306 2.476 0.08 0.09 -0.20 -0.943
C -4.390 -5.426 3.842 0.02 0.05 0.12 -0.537
C -3.761 -4.566 4.734 -0.04 -0.07 -0.13 -0.589
C -2.908 -3.578 4.256 -0.06 -0.03 0.08 -0.577
H -3.194 -2.115 0.344 0.07 0.00 -0.07 0.323
H -3.258 -0.732 1.383 -0.08 0.04 -0.07 0.452
H -0.940 -0.020 0.092 0.07 -0.11 0.01 0.219
H -2.541 0.429 -0.443 -0.02 0.04 -0.34 0.780
H -2.468 -3.025 -4.211 -0.03 -0.04 0.00 0.583
H -4.662 -3.725 -5.104 0.00 0.00 0.00 0.454
H -6.743 -2.940 -4.027 -0.01 -0.04 0.01 0.448
H -6.650 -1.460 -2.047 0.00 0.03 -0.02 0.455
H -4.483 -0.760 -1.130 -0.05 -0.04 0.02 0.345
H 0.641 0.568 -1.666 0.12 -0.08 0.01 0.141
H 1.739 2.187 -3.165 -0.02 -0.01 0.01 0.526
H 0.954 2.442 -5.494 0.04 -0.03 -0.04 0.467
H -0.943 1.096 -6.339 -0.01 0.02 0.01 0.479
H -2.053 -0.533 -4.863 0.02 -0.01 -0.04 0.485
H -1.211 -3.907 -0.386 -0.16 -0.19 0.04 0.379
H 0.497 -5.548 -1.026 0.00 0.01 0.01 0.489
H 2.374 -6.108 0.490 -0.02 0.00 -0.02 0.480
H 2.701 -4.794 2.572 -0.02 0.03 0.01 0.523
H 1.146 -2.922 3.066 0.01 0.02 0.10 0.510
H -3.165 -4.232 0.923 0.00 -0.02 -0.03 0.127
H -4.659 -5.978 1.783 -0.03 -0.03 0.04 0.421
H -5.060 -6.190 4.211 0.01 -0.01 0.02 0.417
H -3.938 -4.657 5.797 -0.01 -0.01 0.00 0.427
H -2.428 -2.904 4.955 0.02 0.02 -0.03 0.409
Se 1.882 -0.225 1.136 -0.68 0.32 -0.06 -0.198
C 3.378 -0.414 2.278 0.12 0.11 -0.28 0.428
C 3.317 -1.014 3.538 0.11 0.20 -0.20 -0.277
C 4.431 -0.968 4.353 0.24 0.02 0.01 -0.728
C 5.595 -0.336 3.916 -0.11 0.02 -0.13 -0.496
C 5.636 0.281 2.669 0.14 0.03 0.20 -0.687
C 4.523 0.263 1.847 0.08 -0.28 0.25 -0.467
H 2.405 -1.455 3.906 -0.13 -0.04 -0.02 0.423
H 4.395 -1.408 5.340 0.01 -0.01 0.00 0.433
H 6.464 -0.304 4.559 0.00 -0.01 0.00 0.428
H 6.531 0.795 2.344 0.02 0.01 0.05 0.409
H 4.535 0.785 0.896 -0.03 -0.08 0.04 0.512
C 4.932 -2.905 -7.121 -0.05 0.05 0.06 -1.190
C 3.956 -3.596 -6.181 0.11 -0.04 -0.04 -0.771
N 2.646 -2.944 -6.118 -0.12 0.21 0.22 0.108
C 1.818 -3.003 -7.331 -0.10 0.07 -0.12 -0.742
C 1.755 -1.672 -8.067 0.08 -0.05 0.05 -0.870
C 2.088 -2.374 -5.042 0.37 -0.20 -0.33 0.120
O 0.914 -1.995 -5.019 -0.21 0.09 0.19 -0.555
C 2.885 -2.156 -3.770 0.08 0.17 -0.23 -0.231
C 4.185 -1.677 -3.649 0.11 -0.04 0.24 0.225
C 4.698 -1.402 -2.380 -0.18 -0.11 -0.34 -1.120
C 3.895 -1.582 -1.272 0.21 0.02 -0.06 -0.247
N 2.627 -1.995 -1.409 -0.46 0.22 0.46 -0.336
C 2.140 -2.273 -2.617 0.15 0.01 -0.24 0.007
H 5.887 -3.430 -7.103 0.00 0.02 -0.01 0.402
H 5.099 -1.864 -6.835 0.02 -0.03 -0.01 0.325
H 4.570 -2.914 -8.148 0.01 -0.01 0.00 0.370
H 4.370 -3.671 -5.180 -0.02 0.00 0.09 0.528
H 3.792 -4.622 -6.515 -0.04 -0.01 0.00 0.400
H 0.813 -3.307 -7.041 0.02 -0.09 0.00 0.341
H 2.235 -3.776 -7.974 0.03 -0.02 0.04 0.409
H 1.266 -0.916 -7.452 0.02 0.00 0.00 0.101
H 1.183 -1.790 -8.986 0.00 0.03 -0.02 0.424
H 2.755 -1.323 -8.329 -0.05 0.03 -0.02 0.303
H 4.801 -1.513 -4.523 0.02 0.01 -0.04 0.542
H 5.712 -1.049 -2.254 0.01 0.00 0.00 0.510
H 4.268 -1.406 -0.267 -0.18 0.02 -0.12 0.628
H 1.109 -2.577 -2.696 -0.03 -0.07 0.06 0.752
```
Positions in Å, forces in eV/Å.



Max |F| values (in eV/A) by entry order: 17.18, 0.65, 2.16.